(1)
75
Properties=species:S:1:pos:R:3:mulliken_charge:R:1 method="wB97M-V/def2-TZVPD" lumo_energy_ev=-9.1 gap_ev=8.6 charge=+3 total_energy_ev=-49790.1738 homo_energy_ev=-17.71
Hf 0.306 0.144 -0.020 -0.119
C 3.064 -1.071 0.034 -0.953
C 3.518 -0.998 -1.389 0.842
C 3.852 -2.452 -1.913 -1.562
C 2.578 -0.296 -2.314 -0.127
C 2.729 0.056 -3.654 -1.280
C 1.786 1.003 -3.915 -0.282
N 1.096 1.266 -2.771 0.296
N 1.604 0.503 -1.773 0.541
B 0.552 2.604 -2.485 -0.087
N -1.368 0.685 -1.211 -0.070
C -2.340 1.335 -1.915 -0.528
C -3.288 1.800 -0.984 -1.051
C -2.881 1.429 0.256 0.148
N -1.730 0.746 0.130 0.348
C -3.604 1.609 1.543 0.367
C -2.866 0.895 2.749 -0.525
C -5.002 0.935 1.405 -1.472
N 0.472 3.111 -1.124 0.302
C 0.310 4.401 -0.785 -0.228
C 0.735 4.551 0.538 -1.483
C 0.860 3.224 1.022 0.155
N 0.718 2.354 0.052 0.369
C 1.282 2.848 2.428 0.672
C 1.225 1.299 2.423 -0.222
C 0.542 3.579 3.559 -1.252
H 3.782 -1.652 0.584 0.855
H 2.069 -1.509 0.230 0.051
H 3.092 -0.049 0.473 -0.112
H 4.365 -0.353 -1.562 0.627
H 3.090 -3.226 -1.727 0.245
H 4.770 -2.822 -1.426 0.435
H 4.154 -2.274 -2.916 0.546
H 3.553 -0.155 -4.356 0.488
H 1.543 1.429 -4.909 0.492
H 0.200 3.286 -3.384 0.051
H -2.282 1.428 -3.040 0.517
H -4.118 2.414 -1.250 0.614
H -3.745 2.688 1.750 0.422
H -3.024 -0.220 2.685 0.249
H -3.246 1.222 3.726 0.483
H -1.799 1.007 2.691 -0.546
H -4.754 -0.105 1.160 0.373
H -5.619 1.354 0.619 0.401
H -5.529 1.008 2.293 0.441
H 0.133 5.237 -1.487 0.486
H 0.780 5.484 1.084 0.500
H 2.329 3.117 2.562 0.462
H 0.264 0.852 2.118 -0.292
H 1.498 0.817 3.388 0.542
H 2.094 0.946 1.848 -0.121
H -0.410 2.996 3.835 0.221
H 0.367 4.624 3.262 0.377
H 1.098 3.630 4.465 0.428
C -2.432 -3.946 -2.578 -0.826
N -1.039 -3.514 -2.252 0.130
C 0.096 -4.358 -2.615 -0.934
C -0.942 -2.348 -1.664 0.285
O 0.000 -1.805 -1.043 -0.756
H -2.547 -4.599 -3.528 0.313
H -3.083 -3.063 -2.730 0.362
H -2.827 -4.511 -1.668 0.360
H 0.440 -4.860 -1.711 0.332
H 0.965 -3.753 -2.813 0.260
H -0.197 -5.035 -3.262 0.463
H -1.911 -1.932 -1.642 0.188
C 0.258 -1.829 3.959 -1.187
S -0.153 -1.697 2.157 0.746
C 0.732 -3.147 1.540 -0.628
H 1.311 -1.638 4.073 0.398
H 0.148 -2.933 4.166 0.473
H -0.456 -1.374 4.648 0.353
H 1.788 -3.300 1.949 0.374
H 0.813 -3.040 0.489 -0.255
H 0.229 -4.050 1.926 0.512



(2)
35
Properties=species:S:1:pos:R:3:mulliken_charge:R:1 method="wB97M-V/def2-TZVPD" lumo_energy_ev="2.5 / 1.2" gap_ev="6.3 / 8.3" charge=-1 multiplicity=4 total_energy_ev=-69023.4074 homo_energy_ev="-3.74 / -7.06"
Ni -6.912 2.491 -8.381 0.055
C -9.039 1.133 -8.499 0.978
O -8.039 1.000 -9.150 -0.927
O -9.844 0.234 -8.497 0.038
O -8.959 2.261 -7.890 -0.864
O -8.995 3.720 -5.245 -0.670
H -8.761 3.088 -4.565 0.330
H -8.992 3.212 -6.056 0.365
O -11.982 1.228 -10.051 -0.688
H -11.184 1.016 -9.566 0.263
H -11.785 0.985 -10.955 0.291
O -8.502 1.264 -12.083 -0.681
H -7.611 1.236 -12.431 0.271
H -8.390 1.223 -11.133 0.334
O -9.617 -1.092 -5.844 -0.742
H -8.728 -1.423 -5.976 0.421
H -9.861 -0.717 -6.690 0.214
O -11.676 -1.995 -7.945 -0.679
H -10.974 -2.489 -7.522 0.350
H -11.236 -1.245 -8.344 0.316
O -11.963 1.993 -6.717 -0.634
H -11.677 2.694 -7.302 0.384
H -11.305 1.307 -6.824 0.331
O -6.841 4.168 -7.162 -0.290
H -6.252 4.910 -7.301 0.280
H -7.506 4.499 -6.559 0.285
O -11.145 3.958 -8.659 -0.696
H -10.998 4.214 -9.570 0.329
H -10.408 3.385 -8.449 0.150
O -9.700 -1.674 -10.409 -0.672
H -9.886 -1.210 -11.225 0.300
H -9.473 -0.983 -9.787 0.343
O -7.491 -1.409 -7.178 -0.700
H -7.716 -0.629 -7.686 0.335
H -6.617 -1.650 -7.484 0.277



(3)
12
Properties=species:S:1:pos:R:3:mulliken_charge:R:1 method="wB97M-V/def2-TZVPD" relative_energy_kj_mol=588.2 lumo_energy_ev=0.6 gap_ev=10.0 charge=0 total_energy_ev=-17787.9347 homo_energy_ev=-9.39
C 1.548 -0.674 0.235 -0.613
C -0.160 0.505 -0.600 -0.693
C -1.305 0.476 0.268 -0.354
H 1.512 0.282 1.003 0.294
H 1.033 -2.138 0.604 0.200
H 2.916 -0.870 -0.252 0.204
H -0.873 0.734 -1.378 0.328
H 0.479 1.410 -0.685 0.465
H -1.485 0.367 1.556 0.244
H -1.895 1.281 0.232 0.353
O 0.591 -0.611 -0.743 -0.263
Cl -2.361 -0.761 -0.241 -0.165



(4)
18
Properties=species:S:1:pos:R:3:mulliken_charge:R:1 method="wB97M-V/def2-TZVPD" relative_energy_kj_mol=0.0 lumo_energy_ev="-5.1 / -5.6" gap_ev="6.7 / 7.8" charge=+1 total_energy_ev=-19611.3950 homo_energy_ev="-11.86 / -13.43"
O 3.337 0.927 -0.472 -0.725
C 2.184 0.858 0.046 1.137
O 1.802 -0.278 0.499 -0.599
O 1.417 1.904 0.050 -0.291
O -2.011 0.689 -0.129 -0.338
C -0.888 1.299 -0.613 -0.236
C 0.043 1.786 0.502 -0.375
Y 3.838 -1.264 -0.224 1.104
H -1.087 2.181 -1.266 0.374
H -0.314 0.604 -1.274 0.263
H 0.012 1.129 1.380 0.347
H -0.235 2.795 0.825 0.288
C -1.358 -1.932 -0.035 0.696
O -0.803 -2.231 -1.091 -0.584
O -0.653 -1.783 1.096 -0.413
H 0.196 -1.331 0.893 0.420
O -2.529 -2.514 0.308 -0.443
H -2.951 -2.840 -0.496 0.374



(5)
10
Properties=species:S:1:pos:R:3:mulliken_charge:R:1 method="wB97M-V/def2-TZVPD" relative_energy_kj_mol=34.6 smiles="O=C(F)Cl.CO" lumo_energy_ev=0.6 gap_ev=11.2 charge=0 total_energy_ev=-21473.2997 homo_energy_ev=-10.58
C -2.047 0.318 0.165 -0.507
C 2.695 -0.408 -0.038 0.579
O 3.005 -1.036 -0.976 -0.344
O -0.902 0.377 -0.660 -0.475
F 2.379 -0.974 1.134 -0.173
Cl 2.536 1.285 0.084 -0.062
H -2.807 -0.353 -0.246 0.248
H -2.452 1.327 0.211 0.205
H -1.789 -0.011 1.178 0.246
H -0.618 -0.524 -0.853 0.284



(6)
14
Properties=species:S:1:pos:R:3:mulliken_charge:R:1 method="wB97M-V/def2-TZVPD" lumo_energy_ev=-3.6 gap_ev=7.1 charge=+1 total_energy_ev=-11225.2193 homo_energy_ev=-10.71
Li -0.863 -2.064 0.193 0.891
O -1.485 -0.119 -0.041 -0.443
C -2.601 0.783 -0.159 -0.629
H -2.665 1.412 0.735 0.309
H -2.470 1.398 -1.056 0.299
H -3.481 0.143 -0.250 0.221
C 2.609 -1.441 -0.147 -0.744
C 1.945 -0.353 0.255 -0.105
O 0.516 -0.661 0.486 -0.452
C -0.260 0.394 0.128 0.943
O -0.021 1.579 0.160 -0.498
Rb 2.970 2.712 0.361 0.920
H 3.593 -1.322 -0.605 0.177
H 2.213 -2.461 -0.059 0.111



Look up the charge of the sixth one.
+1



What did the sixth record say?
14
Properties=species:S:1:pos:R:3:mulliken_charge:R:1 method="wB97M-V/def2-TZVPD" lumo_energy_ev=-3.6 gap_ev=7.1 charge=+1 total_energy_ev=-11225.2193 homo_energy_ev=-10.71
Li -0.863 -2.064 0.193 0.891
O -1.485 -0.119 -0.041 -0.443
C -2.601 0.783 -0.159 -0.629
H -2.665 1.412 0.735 0.309
H -2.470 1.398 -1.056 0.299
H -3.481 0.143 -0.250 0.221
C 2.609 -1.441 -0.147 -0.744
C 1.945 -0.353 0.255 -0.105
O 0.516 -0.661 0.486 -0.452
C -0.260 0.394 0.128 0.943
O -0.021 1.579 0.160 -0.498
Rb 2.970 2.712 0.361 0.920
H 3.593 -1.322 -0.605 0.177
H 2.213 -2.461 -0.059 0.111